The following is a quantum chemistry calculation of 12 unconnected molecules or ions with the total composition C38H100O24 at a distorted geometry, from the OMol25 dataset.

CARTESIAN COORDINATES (ANGSTROEM)
C  0.51321  4.91524  -0.19896
C  1.13462  4.22052  1.05871
O  0.33173  4.55709  2.20840
O  0.84091  6.26366  -0.33157
H  -0.57398  4.84287  -0.22880
H  0.78645  4.40947  -1.12505
H  2.13060  4.61388  1.26218
H  1.15556  3.14588  0.87761
H  0.69142  4.23940  3.03985
H  0.21732  6.72332  -0.89853
C  -4.12463  -3.22016  -0.31467
C  -5.47341  -3.42594  0.43196
O  -5.66416  -4.85844  0.73271
O  -3.04236  -3.38117  0.59373
H  -4.19583  -2.24634  -0.79914
H  -3.86941  -3.89435  -1.13224
H  -6.24455  -3.13132  -0.27982
H  -5.56851  -2.78631  1.30941
H  -6.17898  -5.21644  0.00580
H  -3.21417  -4.22349  1.02102
C  -2.43751  2.17938  -1.59822
C  -3.80831  1.58310  -1.99119
O  -3.89466  0.20096  -1.66974
O  -1.45379  1.68956  -2.43822
H  -2.10211  1.85522  -0.61307
H  -2.34220  3.26146  -1.50806
H  -4.08516  1.70038  -3.03890
H  -4.63714  2.01782  -1.43246
H  -3.14501  -0.07116  -1.13536
H  -1.28715  2.43726  -3.01681
C  0.09635  0.40459  0.60347
C  -0.64107  -0.92491  0.62693
O  -2.03413  -0.62387  0.53719
O  0.55177  0.66953  -0.72347
H  0.96061  0.39924  1.26765
H  -0.46086  1.27830  0.94149
H  -0.38294  -1.42953  1.55797
H  -0.41578  -1.59984  -0.19878
H  -2.48622  -1.45453  0.70219
H  -0.24263  0.73977  -1.25789
C  -1.32245  -1.00693  4.81317
C  -0.67332  0.30451  4.29825
O  0.70780  0.34443  4.58017
O  -0.91265  -2.15715  4.08236
H  -2.39519  -0.86754  4.67940
H  -0.98441  -1.07095  5.84745
H  -1.18818  1.14212  4.76881
H  -0.83948  0.38965  3.22435
H  1.00632  -0.56589  4.51859
H  -0.85385  -2.94831  4.62292
C  4.68115  2.32419  4.36719
O  4.66359  0.98568  3.82309
C  3.64111  0.80037  2.83764
C  3.37071  -0.73567  2.55709
O  2.83082  -1.38787  3.75279
C  2.63078  -2.81316  3.66630
H  5.68974  2.40710  4.77214
H  3.93789  2.49226  5.14657
H  4.53177  3.15956  3.68312
H  3.95005  1.18503  1.86568
H  2.72865  1.35023  3.06825
H  4.32182  -1.19798  2.29296
H  2.69012  -0.79112  1.70749
H  3.53766  -3.21454  3.21400
H  1.79988  -3.10606  3.02449
H  2.64656  -3.29632  4.64324
C  5.98795  -4.02735  0.86518
O  5.49980  -5.00111  -0.00956
C  4.25341  -4.77153  -0.57690
C  3.89483  -3.42481  -1.33454
O  4.03724  -2.30471  -0.39660
C  3.61075  -1.10705  -1.05218
H  5.38692  -3.99423  1.77390
H  6.09882  -2.99656  0.52862
H  6.99995  -4.17739  1.24126
H  3.50778  -4.89331  0.20879
H  4.03393  -5.57244  -1.28292
H  2.83701  -3.44886  -1.59636
H  4.53146  -3.28262  -2.20780
H  2.52935  -1.04809  -1.17551
H  4.00934  -1.11333  -2.06666
H  3.72548  -0.15987  -0.52512
C  -6.58633  4.73429  4.63629
O  -6.81794  3.37840  4.21036
C  -5.80502  2.52795  4.72210
C  -5.97175  1.01904  4.32833
O  -5.85123  0.76768  2.90311
C  -4.47731  0.56069  2.53552
H  -6.70438  5.03879  5.67622
H  -7.25864  5.30278  3.99369
H  -5.58894  5.11985  4.42500
H  -5.62397  2.56235  5.79641
H  -4.89037  2.93078  4.28708
H  -6.99326  0.79990  4.63913
H  -5.41040  0.32420  4.95298
H  -4.14713  -0.38911  2.95619
H  -3.71427  1.29137  2.80380
H  -4.52181  0.46879  1.45031
C  0.60571  -5.03579  -0.24725
O  1.23920  -5.92703  -1.17043
C  0.58364  -5.91002  -2.38896
C  1.46965  -6.70300  -3.40445
O  2.59740  -5.89420  -3.52366
C  3.54703  -6.40239  -4.43038
H  -0.41417  -5.33269  -0.00273
H  0.79879  -4.01954  -0.59086
H  1.13501  -5.10684  0.70296
H  0.37421  -4.88541  -2.69623
H  -0.38079  -6.40103  -2.25896
H  1.01100  -6.74489  -4.39237
H  1.72348  -7.65339  -2.93496
H  3.25907  -6.22555  -5.46668
H  3.82039  -7.42870  -4.18531
H  4.53503  -5.94294  -4.40103
C  -5.05949  7.02481  1.41943
O  -4.90216  6.30536  0.17378
C  -5.75153  5.14485  -0.10342
C  -5.47107  3.93757  0.74548
O  -4.18420  3.31929  0.53917
C  -3.17169  3.99516  1.31107
H  -4.85912  6.35516  2.25580
H  -6.05295  7.46534  1.50350
H  -4.29270  7.79929  1.43692
H  -5.42591  4.76841  -1.07314
H  -6.79552  5.44530  -0.19245
H  -6.23835  3.19817  0.51596
H  -5.55833  4.17715  1.80524
H  -2.25677  3.40309  1.33268
H  -3.45474  4.12515  2.35562
H  -2.78482  4.91177  0.86579
C  5.21048  3.44068  -1.09817
O  4.66712  2.58511  -2.09575
C  3.22881  2.67954  -2.19111
C  2.74869  1.82708  -3.30240
O  3.22705  2.30533  -4.55941
C  2.28088  2.10866  -5.59509
H  6.28290  3.52989  -1.27153
H  5.08031  2.96553  -0.12585
H  4.83767  4.46486  -1.08541
H  2.97718  3.73977  -2.21743
H  2.81074  2.34782  -1.24070
H  1.66891  1.92239  -3.18799
H  3.06375  0.79668  -3.13775
H  1.86060  1.10440  -5.64933
H  2.70234  2.30808  -6.58033
H  1.38714  2.73138  -5.55574
C  0.79943  -1.58088  -3.33273
O  0.52189  -1.96304  -4.64084
C  1.48987  -2.84096  -5.27069
C  2.81621  -2.15791  -5.50042
O  3.37201  -1.45235  -4.40836
C  4.65503  -1.00345  -4.64609
H  1.56574  -0.80737  -3.28217
H  1.13814  -2.43611  -2.74796
H  -0.13246  -1.21111  -2.90501
H  0.93841  -3.03202  -6.19128
H  1.64895  -3.81399  -4.80591
H  2.76932  -1.38882  -6.27139
H  3.50610  -2.91405  -5.87514
H  5.06343  -0.44477  -3.80396
H  4.69824  -0.39397  -5.54873
H  5.28807  -1.87884  -4.79115

Properties
E_HOMO = -0.339 hartree
Total energy = -3313.0840 Eh
LUMO = 0.39 eV
SMILES = COCCOC.COCCOC.COCCOC.COCCOC.COCCOC.COCCOC.COCCOC.OCCO.OCCO.OCCO.OCCO.OCCO
Kohn-Sham gap = 9.6 eV